C38H85O21P3 | the ωB97M-V functional and the def2-TZVPD basis

Geometry as XYZ:
```
147
Properties=species:S:1:pos:R:3:forces:R:3
C 10.6473 14.9342 18.1780 -1.1702 -0.6661 -1.3800
C 11.4408 15.8274 18.9882 0.8157 1.9509 0.6430
O 11.4082 17.0555 18.8645 0.0423 -1.2615 0.1745
C 12.3164 15.1580 19.9892 0.4500 -0.6280 -0.3548
H 10.6380 13.9514 18.6322 -0.2294 -0.2712 -0.1750
H 11.0902 14.8585 17.1703 -0.1641 0.0073 0.2740
H 9.6372 15.3490 18.0637 0.1765 -0.2500 -0.0584
H 11.7592 14.3914 20.5455 0.1868 0.1473 -0.1328
H 12.6854 15.9178 20.6435 0.5673 0.2414 0.4901
H 13.1473 14.6257 19.4448 -0.6871 0.4512 0.5309
C 12.5873 19.4030 21.1732 -0.9094 0.2551 -0.4533
C 13.0872 18.2402 21.9263 3.2496 -0.8261 -0.6088
O 14.2745 17.8749 21.8169 -1.7189 0.7588 -0.1453
C 12.2433 17.5058 22.8609 -0.1019 0.3823 1.6671
H 13.4101 19.9624 20.7578 0.2154 0.4468 0.2264
H 11.8329 19.9803 21.7262 0.4841 0.0792 -0.0044
H 12.0499 19.0488 20.2939 -0.1515 -0.3816 -0.1079
H 12.0620 18.2082 23.6895 -0.3523 -0.0956 -0.1258
H 12.8059 16.7030 23.3118 0.0848 -0.4199 -0.1629
H 11.3059 17.1783 22.4776 -0.8066 -0.1742 -0.3798
C 11.3866 21.5826 12.4818 -0.5259 0.8671 0.4497
C 12.6920 21.2334 13.1774 0.1626 0.5421 -0.0055
O 13.3976 20.3804 12.6875 -0.0333 -0.1877 0.1154
C 13.1697 22.0206 14.3837 -1.5740 0.8718 -0.1646
H 10.8578 22.5279 12.7746 0.8998 -0.6366 -0.0232
H 10.6431 20.8087 12.6568 0.1610 -0.3443 -0.0055
H 11.6231 21.6188 11.4263 -0.1602 -0.0504 -0.2789
H 13.5132 23.0213 14.0778 0.5399 -0.4976 -0.2442
H 13.8617 21.4638 14.9846 0.5379 -0.0973 0.0971
H 12.3120 22.3283 14.9925 -0.0617 -0.5363 0.1189
C 10.3248 19.8299 17.7546 -1.0614 0.0261 -0.0678
C 10.2302 19.3520 16.3288 -0.2438 0.0010 0.3171
O 10.6921 20.0024 15.4320 0.2567 0.5161 -0.7801
C 9.5950 18.0160 16.1572 -0.2941 0.0966 -0.5027
H 11.3678 19.8360 17.9862 0.7076 0.5170 0.3895
H 9.8363 19.1392 18.4241 -0.0399 -0.3030 0.2485
H 9.8061 20.7931 17.8704 0.6158 -0.0510 -0.1451
H 8.6706 18.0381 16.7488 0.1238 -0.4110 -0.2096
H 10.3124 17.3391 16.6065 -0.1077 -0.4200 0.2212
H 9.4381 17.7416 15.1036 0.0135 0.1912 0.3865
C 15.8433 15.0174 20.8040 -0.2231 0.2610 0.3752
C 16.1269 15.3611 19.3681 -0.3916 -1.1048 0.7392
O 15.9733 14.4805 18.5463 0.3504 0.3776 -0.7585
C 16.4011 16.7944 19.0462 0.1572 0.3370 -0.2304
H 14.8849 15.5462 20.9783 0.6284 -0.0191 0.5343
H 16.6479 15.4158 21.4510 -0.6757 -0.1686 -0.0371
H 15.6488 13.9372 20.9716 0.4049 0.6504 -0.3259
H 17.0015 17.3378 19.7838 0.4063 -0.4917 -0.2031
H 15.4793 17.3474 19.1522 -0.7615 0.0410 -0.1234
H 16.7321 16.9014 18.0126 0.1344 0.0819 0.1854
C 14.4887 22.9294 19.4520 0.6412 0.4081 0.5801
C 15.1552 21.7427 18.8239 1.2229 0.8839 0.3388
O 14.5492 20.7825 18.4567 -0.6939 -0.9834 -0.4973
C 16.6865 21.7883 18.8084 -0.7699 0.2176 -1.2154
H 13.4579 22.7330 19.6790 -0.4342 -0.1164 0.1090
H 14.5620 23.8038 18.8168 -0.0201 0.1316 -0.3818
H 15.0522 23.2190 20.3584 -0.3493 -0.2162 -0.2116
H 17.0735 21.0097 18.1464 -0.0213 -0.0302 0.3567
H 16.9506 21.6453 19.8337 0.6165 -0.2180 0.6766
H 17.0824 22.7534 18.4653 -0.2170 -0.1214 0.2275
C 13.5418 18.2834 16.6680 1.1473 0.2029 1.3848
C 13.2420 17.0280 15.9624 0.5430 0.1192 0.4377
O 12.5409 17.0647 14.9888 -0.7675 -0.7182 -0.9701
C 13.8454 15.7747 16.5283 -0.0739 -0.6462 0.4202
H 13.0385 19.1014 16.2555 -1.0846 1.0913 -0.8882
H 14.6024 18.5874 16.6002 -0.1914 -0.5910 0.4651
H 13.1995 18.1859 17.7108 0.5650 0.0790 -0.1322
H 14.7754 15.5518 15.9901 -0.0337 0.1532 0.0645
H 13.1689 14.9033 16.3515 0.5223 0.6719 0.3522
H 14.1273 15.9170 17.6025 -0.4168 -0.3126 -0.9722
C 7.0767 16.2918 11.8256 0.3873 0.1770 0.7774
O 8.1208 15.8048 10.9999 0.6936 -0.1899 -0.3664
P 9.4620 16.6163 10.6815 0.0473 0.5427 -0.2824
O 9.2434 17.9106 9.9672 0.4359 -1.5209 1.1726
O 10.2236 16.6178 12.1242 -1.1221 -0.4610 -2.3394
C 11.6623 16.7499 12.1032 -0.1165 1.0936 0.4509
O 10.2935 15.5281 9.8224 -0.2305 0.7241 0.8776
C 10.3165 15.5504 8.3977 0.0885 0.0300 -0.9535
H 6.1223 15.9326 11.4728 -0.1177 -0.1259 -0.3151
H 7.0903 17.3687 11.8521 -0.1754 0.4899 -0.1214
H 7.2292 15.9393 12.8494 0.0100 -0.0811 -0.0744
H 12.1357 16.2906 11.2367 -0.2030 -0.2591 0.0937
H 11.9475 16.3196 13.0548 0.4940 0.0296 -0.1982
H 11.8734 17.8302 12.0901 0.2362 -0.3719 0.1330
H 9.5671 14.8389 8.0387 0.0253 0.1457 -0.0256
H 11.3064 15.2007 8.0229 -0.6015 0.3366 0.5868
H 10.1001 16.5536 7.9747 0.1458 -0.5313 0.4741
C 14.7758 10.3270 21.7028 -0.0327 -0.7087 -0.5772
O 14.4821 11.1590 20.5890 -1.3000 0.3838 -1.3190
P 13.0743 10.9295 19.8374 -0.2581 -1.0102 0.6705
O 11.8479 11.0575 20.6777 1.5092 -0.2718 -1.2496
O 13.1242 11.9668 18.6440 0.8004 -0.4338 -0.2882
C 14.3282 11.9260 17.7548 -1.8995 0.5212 -0.6702
O 13.3821 9.4319 19.2009 -0.1411 0.7637 0.5800
C 12.4304 8.8018 18.3002 -0.6547 1.9391 1.3126
H 14.1487 9.4221 21.6503 0.2697 0.2747 0.3674
H 14.5602 10.9186 22.5812 0.3020 -0.2478 0.4623
H 15.8204 10.0313 21.5471 -0.2147 0.1262 0.6385
H 14.1539 11.1146 16.9881 0.4645 0.9973 0.8528
H 15.1842 11.8156 18.3722 0.7928 -0.4689 0.3242
H 14.3880 12.9499 17.3239 -0.1827 -0.9178 0.0338
H 11.4538 8.8193 18.8004 0.0244 0.0889 -0.3997
H 12.6450 7.7909 18.0634 0.8927 -0.7830 0.0598
H 12.4613 9.4334 17.4324 -0.5205 -0.0887 -0.7766
C 18.5102 15.9910 12.1113 -0.0658 0.6760 -0.8861
O 18.0246 15.7288 13.4187 -0.2926 0.3633 0.8232
P 17.5551 16.9751 14.3589 -0.1970 -1.5353 -0.4334
O 18.4106 18.1492 14.2241 0.0853 0.3963 0.0101
O 16.0148 17.1480 14.0250 0.0407 1.0076 1.0638
C 15.4992 18.5255 13.7038 0.6485 -0.6320 -0.3088
O 17.5116 16.2733 15.7900 0.0193 -0.1136 -0.4079
C 18.7616 15.8663 16.3812 0.7009 0.9189 0.4309
H 17.6693 16.0939 11.3897 0.3921 0.1298 0.5055
H 19.1278 15.1693 11.7265 -0.1463 0.0080 0.5892
H 19.1199 16.9113 12.1300 -0.2833 -0.3461 -0.1900
H 15.9015 19.3833 14.3016 0.0047 -1.1916 -0.3758
H 14.4172 18.5199 13.7435 0.0183 -0.3560 0.2271
H 15.8148 18.5381 12.6756 -0.1704 1.1199 -0.4249
H 18.7475 16.1740 17.4414 -0.1557 -0.2050 -0.4564
H 19.5900 16.4292 15.9123 -0.2989 -0.3793 0.1250
H 18.9451 14.7953 16.3270 -0.3756 -0.0230 -0.3060
C 16.4588 12.6875 13.2643 -0.4722 -0.8995 0.0720
C 15.6445 12.4052 14.5085 -1.0631 -0.3746 0.2266
C 16.6181 11.8759 15.5633 0.3913 0.4901 -0.6329
O 17.9173 12.3013 15.1022 -0.2556 0.3539 0.1863
C 17.8581 12.3139 13.6908 0.7458 -0.0051 -1.0163
H 16.2413 13.6985 12.9914 0.6561 0.7233 -0.3829
H 16.1829 12.0404 12.4356 -0.2686 0.0477 -0.1189
H 14.8564 11.7077 14.2496 -0.2455 -0.2632 0.3067
H 15.1355 13.3185 14.8192 0.1226 -0.0192 0.2712
H 16.6167 10.7781 15.6255 -0.1393 0.1477 0.1394
H 16.4350 12.3499 16.5277 0.2880 -0.2674 0.0478
H 18.0915 11.2815 13.3092 0.0223 0.8311 0.1834
H 18.5280 13.0679 13.2362 0.3283 -0.6067 0.7018
C 10.1030 13.0641 12.7309 -0.1065 0.4269 -0.1784
C 10.4059 13.3970 14.2487 -1.8603 0.7986 -0.2576
C 11.9113 13.3913 14.4130 -0.8537 -0.3623 -1.0734
O 12.3612 12.6020 13.3142 0.1511 -0.6240 -0.9502
C 11.4956 12.8349 12.1330 0.3425 0.6399 1.8793
H 9.5496 13.8283 12.1213 0.5474 -0.3936 0.9347
H 9.5085 12.1589 12.6514 -0.0564 -0.1680 0.1895
H 9.9449 12.6249 14.8616 0.0757 -0.1913 0.0174
H 9.9182 14.3455 14.6021 0.5580 -0.6058 -0.5110
H 12.1587 12.9113 15.3782 0.4551 0.2997 -0.5744
H 12.2879 14.4029 14.2886 0.3540 0.1948 0.4230
H 11.5893 12.0000 11.4387 0.0972 -0.0118 0.2861
H 11.8039 13.7630 11.6540 0.3006 -0.0012 -0.1996
```
Positions in Å, forces in eV/Å.

Results
* total energy: -111653.464 eV
* structure (SMILES): COP(=O)(OC)OC.COP(=O)(OC)OC.COP(=O)(OC)OC.C1CCOC1.C1CCOC1.CC(C)=O.CC(C)=O.CC(C)=O.CC(C)=O.CC(C)=O.CC(C)=O.CC(C)=O
* gap between HOMO and LUMO: 9.763 eV
* net charge: 0